No. 1
{
  "formula": "C15H52N6O11",
  "method": "ωB97M-V/def2-TZVPD",
  "molar_mass_da": 492.61,
  "de_lowest_ev": 6.9361,
  "homo_energy_ha": -0.316,
  "e_tot_ha": -1758.74723,
  "homo_lumo_gap_ev": 8.626,
  "symbols": ["O", "O", "O", "O", "O", "O", "O", "O", "O", "O", "O", "N", "N", "N", "N", "N", "N", "C", "C", "C", "C", "C", "C", "C", "C", "C", "C", "C", "C", "C", "C", "C", "H", "H", "H", "H", "H", "H", "H", "H", "H", "H", "H", "H", "H", "H", "H", "H", "H", "H", "H", "H", "H", "H", "H", "H", "H", "H", "H", "H", "H", "H", "H", "H", "H", "H", "H", "H", "H", "H", "H", "H", "H", "H", "H", "H", "H", "H", "H", "H", "H", "H", "H", "H"],
  "coordinates": [[-13.380, -16.566, 12.618], [-8.571, -15.818, 9.466], [-12.158, -14.914, 17.911], [-10.983, -16.025, 8.181], [-7.112, -19.110, 13.726], [-15.726, -14.891, 12.652], [-13.306, -20.512, 8.085], [-14.927, -11.485, 9.852], [-9.731, -17.984, 13.942], [-15.491, -16.047, 9.956], [-10.177, -18.466, 9.682], [-11.175, -16.710, 11.698], [-13.446, -18.699, 9.541], [-12.274, -18.432, 7.739], [-9.776, -14.557, 11.048], [-12.749, -16.337, 10.352], [-8.304, -13.454, 9.997], [-11.892, -15.651, 15.737], [-10.680, -18.951, 14.221], [-11.289, -14.750, 7.724], [-13.585, -12.026, 9.846], [-13.528, -13.004, 10.932], [-8.892, -14.628, 10.151], [-15.194, -14.298, 13.892], [-16.183, -16.690, 8.940], [-10.243, -19.474, 10.723], [-6.567, -17.811, 13.418], [-7.257, -17.293, 12.218], [-12.982, -19.224, 8.455], [-12.475, -16.513, 11.591], [-12.716, -14.807, 7.159], [-12.285, -14.478, 16.615], [-11.658, -13.617, 16.314], [-17.250, -16.796, 9.201], [-6.880, -16.301, 12.058], [-11.816, -18.759, 6.870], [-15.054, -10.831, 10.530], [-11.274, -18.690, 15.128], [-12.505, -13.393, 11.074], [-12.423, -14.151, 18.399], [-10.946, -16.894, 12.650], [-10.909, -16.117, 16.017], [-14.327, -13.759, 10.845], [-7.676, -13.274, 9.195], [-10.076, -16.070, 8.502], [-13.438, -12.508, 8.881], [-11.966, -17.439, 7.953], [-11.390, -19.062, 13.398], [-5.503, -17.937, 13.241], [-15.266, -13.178, 13.883], [-11.329, -14.013, 8.526], [-6.659, -19.779, 13.203], [-8.629, -12.619, 10.422], [-6.670, -17.083, 14.261], [-13.429, -15.123, 7.880], [-15.248, -15.697, 12.403], [-8.360, -17.329, 12.198], [-15.968, -15.236, 10.116], [-6.855, -17.800, 11.294], [-15.917, -14.699, 14.683], [-13.740, -16.161, 10.095], [-8.857, -18.367, 14.026], [-10.020, -13.728, 11.503], [-11.261, -19.425, 11.243], [-14.046, -19.269, 10.069], [-13.785, -12.533, 11.919], [-12.683, -15.497, 6.368], [-13.330, -14.208, 16.416], [-10.151, -20.422, 10.239], [-12.639, -16.410, 15.819], [-12.835, -11.210, 9.941], [-10.383, -15.373, 11.313], [-13.027, -13.898, 6.757], [-13.190, -17.746, 9.941], [-11.889, -15.290, 14.707], [-12.027, -16.049, 9.656], [-10.872, -18.481, 9.044], [-15.904, -17.675, 8.724], [-9.498, -19.303, 11.480], [-14.137, -14.672, 13.983], [-10.199, -19.921, 14.308], [-10.617, -17.230, 11.015], [-10.530, -14.597, 6.982], [-16.158, -16.081, 8.035]],
  "forces_ev_per_a": [[4.31, 0.34, -4.76], [-1.55, 5.83, 2.76], [0.42, 0.03, 1.14], [-0.90, -1.12, 0.72], [-0.01, 0.17, 0.90], [-0.08, 1.26, 0.32], [1.73, 5.73, 1.50], [0.31, -0.39, -1.35], [0.25, 1.23, -0.22], [0.77, -0.22, 0.56], [1.82, 0.47, 2.10], [1.86, -0.61, 2.84], [-0.85, 1.59, 2.84], [4.13, 3.30, -4.21], [-3.98, -2.50, 2.74], [-2.77, 2.61, -4.08], [3.30, 1.36, -3.16], [0.69, 0.33, -0.23], [-1.17, -0.80, 0.58], [-1.36, 0.34, -0.35], [-0.84, 1.56, -0.21], [0.17, -0.58, 2.44], [3.03, -5.10, -4.34], [-0.91, -1.64, -0.52], [-2.51, 1.03, -0.92], [-2.53, 0.65, -0.70], [-0.13, -0.37, 0.59], [0.63, -0.05, -2.37], [-3.23, -8.18, -1.61], [-4.06, -0.73, 5.69], [1.87, -0.45, 0.33], [0.19, -0.61, -2.23], [-0.02, -0.05, 0.61], [0.16, 0.18, 0.05], [-0.28, 0.96, -0.11], [-0.82, -0.12, 1.05], [0.28, 0.28, 0.50], [0.50, -0.33, -0.46], [-0.45, -0.42, -0.20], [-0.20, 0.46, 1.34], [0.86, -0.37, 0.77], [-0.77, 0.74, -0.27], [0.77, -0.03, -0.18], [-0.63, -0.59, 0.93], [1.29, -0.07, 0.62], [-0.13, 0.14, -0.16], [-0.86, -1.54, -0.07], [-0.09, 0.23, -0.03], [0.23, 0.23, -0.04], [0.11, -1.06, -0.32], [0.70, 0.22, 0.18], [-0.07, 0.16, 0.00], [-0.41, 0.28, 0.45], [-0.20, -1.08, -0.21], [-0.57, -0.32, 0.81], [0.51, 0.18, 0.57], [0.74, 0.11, 0.28], [-0.02, 0.49, 0.54], [-0.72, 0.09, 0.81], [1.47, 0.69, -0.49], [0.50, 0.38, 0.32], [0.33, -0.28, -0.02], [-0.07, 1.39, 0.56], [1.24, -0.21, -0.69], [-0.67, -0.82, 0.66], [0.31, -0.09, -0.79], [-0.31, -1.12, -1.13], [0.02, 0.08, -0.20], [0.19, -0.85, 0.09], [-0.51, -0.63, -0.04], [-0.33, -0.43, -0.04], [0.79, 0.55, -0.18], [-0.45, 1.74, -0.58], [-0.27, -2.14, -1.14], [0.21, -0.36, -0.15], [-0.47, -0.54, 0.73], [-0.92, -0.83, -0.51], [1.28, -1.29, -0.02], [0.54, 0.23, -0.06], [-1.07, 0.56, 0.41], [-0.08, -0.26, 0.41], [-0.40, -0.05, -0.47], [0.11, 1.25, -0.58], [0.10, -0.19, -0.30]]
}



No. 2
{
  "formula": "C15H52N8O12",
  "method": "ωB97M-V/def2-TZVPD",
  "molar_mass_da": 536.63,
  "de_lowest_ev": 19.6398,
  "homo_energy_ha": -0.293,
  "e_tot_ha": -1942.81362,
  "homo_lumo_gap_ev": 6.965,
  "symbols": ["O", "O", "O", "O", "O", "O", "O", "O", "O", "O", "O", "O", "N", "N", "N", "N", "N", "N", "N", "N", "C", "C", "C", "C", "C", "C", "C", "C", "C", "C", "C", "C", "C", "C", "C", "H", "H", "H", "H", "H", "H", "H", "H", "H", "H", "H", "H", "H", "H", "H", "H", "H", "H", "H", "H", "H", "H", "H", "H", "H", "H", "H", "H", "H", "H", "H", "H", "H", "H", "H", "H", "H", "H", "H", "H", "H", "H", "H", "H", "H", "H", "H", "H", "H", "H", "H", "H"],
  "coordinates": [[1.043, -3.403, 2.550], [1.676, -2.995, -0.078], [-0.526, 1.374, -0.380], [2.013, 7.304, 0.131], [2.811, 0.367, -2.459], [0.699, -1.492, 0.744], [-2.037, -0.624, -2.966], [1.327, 1.671, 0.776], [-0.768, -5.870, 0.502], [-5.296, -1.442, 0.413], [-2.971, 1.522, 2.167], [-2.989, -1.662, 2.835], [-3.925, -0.215, 1.612], [-1.305, -2.072, 1.454], [2.682, -1.592, -1.461], [1.060, -0.159, -1.198], [-4.911, 0.738, 0.029], [-0.935, -3.416, -2.379], [-0.906, 0.015, 1.030], [2.448, 4.055, -0.982], [-0.679, -1.023, -3.036], [-1.078, -4.677, -0.255], [1.103, 0.783, 1.893], [-0.232, -2.136, -2.066], [2.720, 1.849, 0.301], [2.235, -0.396, -1.713], [1.904, 8.613, -0.294], [0.550, -5.959, 0.963], [3.253, 4.964, -0.079], [3.120, 6.455, -0.468], [2.854, 2.665, -0.954], [-4.773, -0.386, 0.678], [-0.380, -4.507, -1.604], [-0.408, -1.204, 1.158], [-2.608, -0.411, -1.659], [0.530, -0.732, -0.556], [3.813, 2.512, -1.449], [-2.091, -1.730, 1.988], [-0.594, -1.249, -4.099], [2.464, 9.378, 0.245], [2.321, 2.122, -1.734], [-3.545, -1.019, 2.089], [2.961, 0.813, 0.060], [-3.232, 2.184, 1.526], [-2.524, -1.227, -0.942], [3.008, 6.677, -1.530], [3.965, 6.981, -0.026], [0.005, -0.196, -2.842], [-1.780, 0.296, 1.453], [2.059, -3.281, 0.752], [-2.158, -4.692, -0.400], [-2.081, 0.384, -1.129], [-3.513, 0.701, 1.722], [-3.675, -0.240, -1.801], [-5.588, 0.765, -0.720], [2.098, 8.735, -1.360], [1.370, 1.338, 2.793], [0.548, -5.116, 1.653], [2.083, -2.271, -1.016], [-2.753, 2.023, 2.953], [0.837, -2.278, -2.224], [1.285, -5.696, 0.202], [-0.461, 0.599, 0.337], [0.729, -6.854, 1.559], [-0.498, -5.396, -2.225], [1.585, -0.177, 1.708], [-0.339, -1.804, -1.033], [4.303, 4.669, -0.082], [0.395, 0.557, -1.452], [-3.081, -2.552, 2.494], [1.499, 4.105, -0.638], [-4.175, 1.418, 0.160], [-1.095, -3.841, 0.444], [-1.937, -3.289, -2.375], [3.261, 2.166, 1.192], [0.838, 8.828, -0.219], [3.681, -1.679, -1.584], [1.095, -2.685, 1.920], [-3.139, -1.749, 3.776], [1.954, -3.652, 2.708], [0.068, 0.493, 2.073], [-1.061, 2.158, -0.502], [2.943, 4.768, 0.947], [0.673, -4.254, -1.480], [0.371, 1.702, -0.318], [0.981, -2.387, 0.176], [-1.173, -3.062, 1.603]],
  "forces_ev_per_a": [[0.05, -0.05, 1.16], [2.78, -9.25, -0.36], [-2.67, 8.94, -8.69], [0.52, -3.00, 0.54], [1.13, 1.97, -1.41], [-0.50, 4.51, 4.85], [-1.00, -0.23, 1.28], [1.14, 1.52, 0.42], [-1.37, -0.68, -1.65], [-1.73, -1.82, -0.99], [5.10, 9.19, 3.39], [0.06, -5.63, 8.64], [-1.32, -1.48, -0.96], [-0.79, -3.51, 0.58], [3.39, 0.54, -1.58], [-2.51, 2.51, 0.91], [-2.12, 3.43, -2.94], [1.20, 1.69, 0.17], [-3.13, -6.48, 3.75], [0.97, 1.03, 0.92], [0.13, 0.13, -0.08], [-0.57, -1.05, 0.99], [2.95, 1.79, 2.22], [-1.78, -1.08, -2.04], [-0.53, -1.55, 1.53], [0.29, -0.32, -1.52], [-0.82, 0.25, -0.98], [-0.23, 2.08, 1.00], [-1.78, -0.20, -0.67], [-0.46, 2.11, 1.23], [-0.77, -0.10, -0.83], [-0.10, -1.97, 0.06], [-0.56, 0.19, -0.09], [-4.71, 1.32, -0.74], [0.45, -0.11, -0.70], [1.99, 0.48, -1.05], [0.54, 0.26, 0.73], [2.77, 0.61, -1.93], [0.39, -0.67, 0.18], [0.34, -0.21, 0.32], [-0.61, 0.19, 0.13], [-2.69, 2.83, -2.16], [0.85, 0.19, 0.06], [0.09, 0.91, -0.14], [0.07, -0.71, -0.36], [0.47, -0.64, -0.16], [0.63, -0.21, -0.53], [-0.71, -0.06, -0.76], [0.26, -0.62, -0.69], [0.35, -0.32, -0.55], [-0.23, -0.73, -0.54], [-0.65, 0.26, -0.49], [-2.78, -4.68, -0.84], [0.37, 0.20, -0.10], [0.43, 0.48, -0.08], [0.40, -0.07, -0.29], [1.06, -0.19, 0.20], [1.00, -0.36, 0.31], [1.63, -0.23, -0.07], [0.22, 0.40, 0.74], [-0.51, -0.21, -0.35], [0.20, -0.70, -0.17], [-0.36, -1.25, 2.36], [-0.12, -0.27, -0.64], [0.11, -0.44, 0.46], [0.81, 0.92, 0.63], [-1.00, -0.74, -0.64], [0.05, 0.16, -0.53], [1.79, -0.31, -1.28], [-0.86, -1.16, 0.24], [-0.24, 0.14, -0.11], [-0.89, -0.11, -1.02], [1.31, -0.26, -1.11], [-0.10, -0.25, 0.21], [0.36, 0.23, -0.16], [-0.04, 0.37, 0.28], [-0.27, -0.43, -0.19], [-0.15, 0.60, 0.15], [-0.19, 0.23, 0.79], [0.23, -0.22, 0.37], [1.74, 1.84, 0.33], [-0.61, 0.17, -0.03], [-0.05, 0.52, 0.35], [-0.14, -0.54, -0.02], [1.93, 0.83, 0.85], [-0.85, -1.41, -0.44], [0.98, 0.47, 0.31]]
}